(1)
Molecular formula: C5H8O
Method: DFT, ωB97M-V/def2-TZVPD

```
14
Properties=species:S:1:pos:R:3
C 0.0050 0.1383 0.4633
C 0.1938 -1.0907 -0.3131
C 0.6289 1.4123 -0.0484
O 1.8654 -1.3063 0.1476
C -1.4604 -0.1082 -0.1082
C -2.6334 0.1159 -0.2779
H 2.4868 -1.5768 0.8338
H 0.0015 -0.0164 1.5404
H -0.1563 -2.0326 0.1026
H 0.3345 -0.9899 -1.3852
H 0.4904 1.5176 -1.1236
H 0.2059 2.2777 0.4594
H 1.6986 1.3466 0.1452
H -3.6607 0.3124 -0.4357
```

E_LUMO = 0.75 eV
energy relative to the best compared isomer or geometry (same formula, charge and spin) = 5.4534 eV
HOMO level = -0.331 Ha
E = -7356.802 eV
orbital gap = 9.765 eV

***

(2)
Molecular formula: C34H69N7O8SSi2
Method: DFT, ωB97M-V/def2-TZVPD

```
121
Properties=species:S:1:pos:R:3
C -6.8038 -4.7680 -3.8163
C -5.7076 -5.1776 -2.7929
C -4.2790 -5.0043 -3.3550
C -3.6190 -3.6392 -3.0455
C -2.3085 -3.5582 -3.9162
Si -3.2121 -3.4064 -1.2094
S -2.4576 -5.3474 -0.6058
N -2.0197 -2.1163 -1.1358
C -1.4504 -1.8384 -0.0229
C -1.8304 -2.3058 1.3739
C -0.2670 -0.8718 -0.0972
O -4.5839 -3.1120 -0.2706
Si -5.4810 -1.7719 -0.7196
C -4.7632 -0.1542 -0.0327
C -5.2415 1.0201 -0.8873
O -6.3201 1.5678 -0.7335
C -4.2310 1.4971 -1.9248
C -3.7719 2.8008 -1.9346
C -2.8262 3.2184 -2.8423
C -2.3159 2.3354 -3.7773
C -2.7892 1.0386 -3.7997
C -3.7376 0.6280 -2.8825
H -6.5395 -3.8368 -4.3287
H -7.0059 -5.5978 -4.4987
H -7.7215 -4.5690 -3.2480
H -5.8674 -6.2357 -2.5502
H -5.9004 -4.6080 -1.8770
H -4.3671 -5.0722 -4.4524
H -3.6553 -5.8570 -3.0624
H -4.2822 -2.8571 -3.4329
H -2.0792 -4.5673 -4.2726
H -2.5239 -2.9502 -4.8036
H -1.4642 -3.1223 -3.3775
H -1.3557 -5.1052 0.1312
H -1.5621 -3.3477 1.5734
H -2.8743 -2.1024 1.6340
H -1.2341 -1.7046 2.0739
H -0.2040 -0.3764 0.8819
H 0.6823 -1.3900 -0.2593
H -0.4774 -0.0858 -0.8273
H -5.6397 -1.6286 -2.1773
H -6.8400 -1.9385 -0.1670
H -3.6700 -0.1216 0.0051
H -5.1718 -0.0141 0.9762
H -4.1415 3.5219 -1.2076
H -2.4655 4.2444 -2.8238
H -1.5514 2.6463 -4.4839
H -2.4120 0.3164 -4.5188
H -4.0700 -0.4031 -2.9523
C 0.5475 -0.7943 5.8978
C 0.5467 -1.5356 4.5854
O 0.0974 -1.0449 3.5583
N 1.0745 -2.7832 4.5629
C 1.6626 -3.5357 5.6560
H 0.0982 0.1834 5.7491
H -0.0371 -1.3367 6.6421
H 1.5688 -0.6580 6.2561
H 1.0413 -3.2131 3.6520
H 2.6935 -3.7748 5.3908
H 1.1033 -4.4652 5.7788
H 1.6493 -2.9807 6.5872
C 4.6324 -1.2613 3.0571
C 5.4258 -2.0337 4.0798
O 5.2821 -1.8616 5.2822
N 6.3275 -2.9475 3.6283
C 6.6473 -3.2980 2.2558
H 3.9626 -0.5776 3.5703
H 5.2969 -0.6785 2.4187
H 4.0341 -1.9404 2.4481
H 6.8168 -3.4227 4.3697
H 6.4544 -4.3617 2.1037
H 7.7069 -3.1084 2.0755
H 6.0570 -2.7230 1.5502
C 3.0526 -0.4916 -2.2605
C 3.6943 0.4696 -1.2914
O 4.0042 0.1351 -0.1545
N 3.9122 1.7342 -1.7250
C 3.6054 2.3027 -3.0309
H 2.9336 -1.4567 -1.7758
H 2.0679 -0.1240 -2.5525
H 3.6798 -0.6254 -3.1428
H 4.3375 2.3283 -1.0310
H 4.5314 2.6683 -3.4811
H 2.9225 3.1351 -2.8999
H 3.1504 1.5726 -3.6906
C 11.4998 -1.3143 6.0575
C 10.2045 -1.3062 5.2816
O 9.9601 -0.4595 4.4390
N 9.3016 -2.2878 5.5527
C 9.4106 -3.3724 6.5088
H 12.1091 -0.4770 5.7302
H 11.3055 -1.2069 7.1255
H 12.0497 -2.2382 5.8727
H 8.4608 -2.2195 4.9999
H 9.3291 -4.3262 5.9824
H 8.5907 -3.3008 7.2261
H 10.3546 -3.3413 7.0424
C 0.0320 5.9487 -4.3236
C 0.5522 4.9684 -3.3013
O 1.0384 3.8920 -3.6227
N 0.4640 5.3170 -1.9927
C -0.0765 6.5375 -1.4209
H 0.1716 5.5284 -5.3155
H -1.0324 6.1323 -4.1696
H 0.5808 6.8892 -4.2639
H 0.8279 4.6163 -1.3655
H 0.7020 7.0376 -0.8425
H -0.9002 6.2851 -0.7514
H -0.4379 7.2125 -2.1892
C -6.3274 8.1991 -2.7196
C -5.2325 7.7072 -1.8049
O -4.2081 8.3460 -1.6173
N -5.4192 6.5128 -1.1849
C -6.5545 5.6099 -1.2776
H -6.0321 9.1578 -3.1359
H -6.4834 7.4965 -3.5392
H -7.2569 8.3319 -2.1645
H -4.6490 6.2490 -0.5909
H -6.9758 5.4725 -0.2805
H -6.2065 4.6451 -1.6501
H -7.3238 5.9897 -1.9413
```

E_LUMO = 0.32 eV
HOMO level = -0.336 Ha
E = -89784.625 eV
orbital gap = 9.468 eV

***

(3)
Molecular formula: C23H43InN2OP3Se
Method: DFT, ωB97M-V/def2-TZVPD

```
74
Properties=species:S:1:pos:R:3
In -0.4125 0.0085 -0.1227
P 1.5712 -0.6264 2.2741
P 0.8034 2.4428 0.3616
P -0.0476 -2.5863 -0.4674
H -0.8403 2.0211 -7.1110
C -1.6737 1.3119 -7.1614
C -2.5008 1.2467 -6.0771
H -2.4775 2.0148 -5.2905
C 3.3972 -0.6355 1.9588
C 1.3938 0.5992 3.6471
C 1.3459 -2.2331 3.1570
C 0.3550 3.4001 -1.1308
C 0.1772 3.4808 1.7451
C 2.6187 2.6935 0.4806
C -0.7215 -2.8449 -2.1377
C -1.0554 -3.6652 0.6208
C 1.6188 -3.3453 -0.4945
H -1.7464 0.7829 -8.1486
H -3.2352 0.4675 -5.8962
H 3.9297 -0.8682 2.8939
H 3.7432 0.3325 1.5704
H 3.6475 -1.3915 1.1982
H 1.9373 0.2365 4.5328
H 0.3334 0.7220 3.9175
H 1.7829 1.5915 3.3757
H 2.1506 -2.3454 3.9013
H 1.3755 -3.0893 2.4642
H 0.3794 -2.2701 3.6844
H 0.5398 4.4655 -0.9396
H -0.7085 3.2561 -1.3574
H 0.9302 3.0654 -2.0019
H 0.7283 4.4320 1.7612
H 0.3012 2.9799 2.7126
H -0.8927 3.6723 1.6050
H 2.8245 3.7739 0.4515
H 3.1128 2.2087 -0.3757
H 3.0432 2.2631 1.3974
H -0.8419 -3.9221 -2.3074
H -0.0717 -2.4128 -2.9069
H -1.6972 -2.3515 -2.2209
H -1.2057 -4.6379 0.1230
H -2.0338 -3.1874 0.7876
H -0.5914 -3.8347 1.6059
H 1.5480 -4.3451 -0.9518
H 2.0528 -3.4246 0.5129
H 2.2861 -2.7121 -1.1012
C 2.0336 -0.0145 -3.1876
C 0.8885 0.5611 -3.7778
C 0.7466 0.5435 -5.1541
C 1.7224 -0.0398 -5.9618
C 2.9087 -0.5496 -5.3942
C 3.0542 -0.5438 -4.0121
Se 2.2691 -0.0651 -1.3408
H -1.1675 0.3800 -1.6749
H 0.1005 0.9638 -3.1394
H -0.1613 0.9724 -5.5839
H 1.5522 -0.0920 -7.0301
H 3.7210 -0.9479 -6.0044
H 3.9406 -0.9296 -3.5179
N -4.4685 -0.2740 6.3125
C -4.3902 0.6960 5.3429
O -5.1161 1.6855 5.3726
C -3.4159 0.4418 4.2288
C -2.7672 -0.7888 4.0363
C -1.9894 -0.9817 2.8935
N -1.8235 -0.0368 1.9397
C -2.4295 1.1511 2.1416
C -3.1976 1.4360 3.2635
H -5.0849 -0.0879 7.0929
H -3.7754 -0.9968 6.4147
H -2.8689 -1.6238 4.7346
H -1.4985 -1.9406 2.7163
H -2.3130 1.9194 1.3768
H -3.6441 2.4220 3.3726
```

E_LUMO (spin up / spin down) = -12.51 / -12.86 eV
energy relative to the best compared isomer or geometry (same formula, charge and spin) = 2.2516 eV
HOMO level (spin up / spin down) = -0.604 / -0.602 Ha
E = -127934.765 eV
total charge = +3
orbital gap (spin up / spin down) = 3.912 / 3.532 eV

***

(4)
Molecular formula: C2H7AsF3O
Method: DFT, ωB97M-V/def2-TZVPD

```
14
Properties=species:S:1:pos:R:3
F 1.7528 -0.9479 1.0191
C 2.1308 -0.2832 -0.0901
F 2.9421 -1.0947 -0.7849
F 2.9240 0.7350 0.3594
O 1.1521 0.1166 -0.8561
C 0.0570 0.8567 -0.2093
As -1.6610 -0.2776 0.0969
H -0.1996 1.6427 -0.9198
H 0.4285 1.2905 0.7245
H -0.8425 -1.6172 -0.1834
H -1.3302 -0.3842 1.6710
H -2.3757 1.1470 0.3583
H -1.9526 -0.1231 -1.4877
H -3.0257 -1.0607 0.3021
```

E_LUMO = 3.99 eV
HOMO level = -0.117 Ha
E = -73222.519 eV
total charge = -1
orbital gap = 7.189 eV

***

> Number 2 is which compound?

C34H69N7O8SSi2

***

> Which of these has the highest E?

C5H8O